14
Properties=species:S:1:pos:R:3:forces:R:3 method="wB97M-V/def2-TZVPD" s2=12.020 e_lumo_ev="0.271 / -2.814" orbital_gap_ha="0.2569 / 0.2469" energy_ev=-48830.959 multiplicity=7
H -1.53978 -1.20758 -1.89712 -0.0288 0.2298 0.1926
Fe 2.00949 2.17269 0.64470 0.0829 0.2099 -0.1772
O -0.34475 0.34065 -1.28777 1.4828 0.4210 0.0554
O -0.39423 -0.34989 0.82149 0.8541 0.0774 0.1705
C 0.14159 0.59006 -0.02554 -3.5646 0.5007 0.8090
H -2.46280 -0.37753 0.82991 0.2811 -0.0747 -0.1281
H -2.40705 0.29680 -1.44969 0.3294 -0.0908 0.0550
C 3.54963 0.25126 1.00214 1.8104 -4.1874 1.2382
O 4.20817 -0.68700 1.32512 -3.0232 4.0472 -1.5454
C -1.62040 -0.82193 0.28120 -0.1137 -0.3563 -0.1684
C -1.57171 -0.36854 -1.19114 -0.1553 -0.5573 -0.0104
O 1.98726 0.26569 0.18397 0.8101 0.0380 -0.2187
H -1.64499 -1.91265 0.39102 -0.0264 0.2901 -0.0203
O 0.08957 1.80797 0.37171 1.2612 -0.5475 -0.2520



17
Properties=species:S:1:pos:R:3:forces:R:3 method="wB97M-V/def2-TZVPD" e_lumo_ev=0.388 orbital_gap_ha=0.4038 energy_ev=-50101.772
F 0.31266 -4.59130 1.40991 -1.0594 0.4888 0.4001
F -1.03444 -3.92079 3.31609 -0.0494 0.0265 -1.9847
N -0.09308 -2.16620 1.78505 -0.9224 1.1648 -0.9003
H 1.21004 -0.09606 0.55396 -0.7556 0.6118 -1.0726
F -0.96147 0.11851 2.37420 -0.4422 -0.5670 -0.9831
F -3.43338 -3.09871 -1.09158 1.0093 1.1868 2.1332
O 0.32671 2.48213 0.46831 1.6330 1.5148 0.4278
P -2.94593 -2.67950 0.39557 -2.4915 -0.6275 -0.9287
F -4.45335 -2.64601 1.00690 2.5800 -0.2000 -0.7194
N -2.06942 -3.93730 0.86319 -0.1494 1.5650 0.7292
C 0.24188 0.10143 -0.00436 -0.6356 -0.0496 5.4496
P -0.81079 -3.55043 1.77043 1.1670 -2.2771 1.5055
P -0.90329 -0.91865 1.17096 1.3895 0.3525 -0.7939
H -1.44373 1.61927 0.20593 0.9400 -0.3826 -0.1502
C -0.30009 1.51886 0.24064 -2.1593 -1.1841 -0.8436
N -2.36059 -1.20733 0.55702 0.1061 -0.7150 -0.0439
H 0.26098 -0.16585 -0.99583 -0.1600 -0.9081 -2.2251



28
Properties=species:S:1:pos:R:3:forces:R:3 method="wB97M-V/def2-TZVPD" e_lumo_ev=0.308 orbital_gap_ha=0.3382 energy_ev=-55070.768 smiles=C[C@H](Cl)C[C@H]1[C@@H](P(O)Cl)CO[C@@H]1C(F)(F)F
Cl 1.54620 -3.68486 2.61199 -0.8718 0.5384 -0.4232
H 2.03690 0.55313 0.21962 -0.9231 -0.0220 -0.9268
C -1.16495 -0.15206 -0.02202 0.1206 -2.1100 0.4939
C -2.34600 0.47576 -0.89012 -1.5683 -0.3122 0.4101
C 0.57891 -1.92784 -0.01440 -0.9891 -0.9579 1.4183
C 0.21755 -0.52760 -0.72436 0.7488 -0.3340 0.2505
H -1.05842 0.29551 1.02407 0.0169 0.3225 -1.8567
F -2.36882 0.01957 -2.21767 0.2645 1.2995 2.6453
H -0.86877 -2.57874 1.73953 0.7322 -0.2417 -1.4744
H 2.14933 0.15007 -1.55530 -0.9550 0.4025 1.2067
H 1.50798 -0.31329 3.15036 -0.4955 -0.2445 -0.5958
H -1.02518 -3.57478 0.21671 -0.3627 1.5192 -0.0835
P 1.65642 -1.84721 1.56947 1.8501 1.9573 -0.6001
H 1.14367 3.49626 0.63403 -0.8616 -0.9028 -0.9731
H 0.12948 -0.83127 -1.81434 -0.7148 0.6391 1.3234
C 1.04596 2.00603 -1.11749 1.3841 0.5419 1.2183
H -0.11791 2.20293 0.86635 0.6039 0.6088 -1.0393
H 1.05006 -2.60894 -0.79960 -0.3931 0.7450 1.4518
O 0.88241 -0.57569 2.44105 0.3382 -1.7303 -0.4682
F -2.41615 1.87154 -0.82281 0.3340 -2.6552 -0.5301
C -0.80498 -2.53209 0.59614 0.7014 1.8356 0.1559
C 1.43140 0.51059 -0.73629 -0.0245 0.2378 -0.8981
Cl 0.07721 2.13434 -2.68805 0.6618 -0.2867 1.0866
H -0.41694 3.49642 -0.39344 1.0875 -0.6289 0.8782
H 2.03368 2.53886 -1.34470 -1.4667 -0.8329 0.0645
O -1.72836 -1.46240 0.30588 -0.7030 -0.6283 -0.9485
F -3.55583 0.01953 -0.31836 2.0613 1.2107 -1.2473
C 0.38512 2.84621 0.08373 -0.5762 0.0291 -0.5381



13
Properties=species:S:1:pos:R:3:forces:R:3 method="wB97M-V/def2-TZVPD" e_lumo_ev=0.756 orbital_gap_ha=0.3153 energy_ev=-7793.390
H -1.60765 0.56988 1.05954 -0.0231 -0.0489 -0.3622
H 0.12978 -1.66785 -1.19238 0.1341 -0.0497 0.2933
H -1.05367 0.61430 -1.78083 -0.6972 -0.0798 -0.1135
H 1.34725 1.50405 -0.53574 -0.0983 -0.1620 0.0362
C 1.26378 0.40394 -0.68014 -0.7343 0.2486 -0.3384
C -0.39381 -1.07986 -0.43957 0.1234 -0.3703 0.0978
H 1.88935 -1.00852 1.36742 0.0015 0.0738 0.2264
C -0.72391 0.81975 0.45237 0.1005 0.2526 0.2476
C 0.46272 -0.16169 0.49276 0.0959 -0.1203 0.2243
H -0.50547 1.88771 0.48360 0.1190 -0.1168 0.2239
H -1.21901 -1.62957 0.03147 -0.1330 0.3008 -0.1723
O 1.09953 -0.52706 1.65430 0.1717 -0.2854 0.0603
N -0.68889 0.27490 -0.91280 0.9397 0.3574 -0.4234



135
Properties=species:S:1:pos:R:3:forces:R:3 method="wB97M-V/def2-TZVPD" e_lumo_ev=-0.309 orbital_gap_ha=0.3209 energy_ev=-83128.897
H -0.03198 0.56047 6.13047 0.0471 -0.0978 0.1061
C -1.59466 3.83591 4.09337 0.1598 -0.1638 -0.0356
H -2.98094 0.82227 4.31170 -0.1092 0.0945 -0.1047
H -6.94635 -1.27038 -1.33385 0.0095 -0.0536 0.0088
H -2.59322 3.32309 -2.50783 -0.0336 0.4898 0.0911
H 3.93382 -4.60031 2.58013 -0.1535 -0.2059 -0.0734
O -2.27965 2.59462 2.16776 -0.2582 0.0899 0.1924
H -0.68105 4.98839 1.86343 -0.0238 0.0000 0.0140
H -1.33074 -1.10819 -2.39968 -0.2074 0.1250 -0.1323
C 2.97404 -4.22592 2.94573 0.4513 0.2932 -0.0009
H -1.12779 -3.80650 -3.04885 0.0295 -0.0090 -0.1662
H 3.35208 -0.08791 4.62526 -0.1948 0.1404 0.1418
C 1.59161 0.99583 -5.58662 -0.0860 0.6943 0.4374
H 0.27917 2.33382 -6.15034 0.0164 0.0567 -0.0421
C 3.78316 3.72205 0.12234 -0.6161 0.6676 -0.4574
C 2.17354 -3.63318 1.80464 -0.0639 0.2176 0.4172
C 4.19094 2.79055 1.23185 0.3164 0.1749 0.1704
H 1.23683 2.31125 -3.80877 0.4105 0.0527 -0.2616
C -1.71592 3.27213 -1.85907 0.0618 -1.0283 0.2262
O -2.20432 -1.26862 -2.79807 0.2353 -0.2320 -0.0670
H 0.39206 -3.24421 -2.37137 -0.0415 -0.1789 0.1253
F -0.33962 1.12417 0.60960 -0.1019 -0.0020 0.1198
H -0.15133 3.54442 0.97534 -0.1218 -0.0033 0.0016
F -2.12492 -0.20456 0.00479 -0.2578 -0.0804 -0.1077
H 2.76511 -4.95597 0.21972 0.0036 -0.2220 0.1358
H 5.76409 -0.60705 -1.71939 -0.0674 -0.0558 0.0326
H 5.10729 1.01073 -1.74336 -0.0813 0.1020 -0.3530
O 1.15406 2.06084 -6.44651 -0.0486 -0.3580 0.0498
C -5.70335 0.23986 -1.18223 -0.1319 0.4464 -0.6926
C -1.13137 3.09225 2.85908 0.3849 -0.0663 -0.2921
H -4.64386 0.39959 -1.36991 0.1138 -0.1967 0.3420
H -2.02056 3.10281 -0.82287 -0.1465 0.2180 -0.0442
H 0.82438 -2.57362 -6.01446 0.1697 -0.0938 0.0870
C -0.77609 4.44553 -1.97547 -0.3266 0.1035 -0.3672
H -3.53571 -2.77626 0.04556 0.1650 0.0355 0.1417
C 2.72062 3.12583 -0.78514 -0.0548 -0.5926 -0.1104
H 1.63166 -4.22917 -4.32487 -0.0034 0.0489 0.1046
N -3.76088 -2.70738 -0.96340 -0.1416 0.0075 0.0639
H 4.84607 -0.14377 -3.13888 0.0279 0.3840 -0.0753
O 3.23146 4.89612 0.77009 0.0794 -0.2334 0.1473
O -2.52393 -1.11717 3.81177 -0.3717 -0.0725 -0.0188
H 2.76934 -2.80711 1.39313 -0.1408 -0.0788 -0.2012
H -1.98919 1.93270 1.53087 0.1744 0.1044 -0.0156
C 3.09650 0.91434 -5.73738 -0.2225 -0.2496 0.3015
C 1.15434 1.28027 -4.15349 -0.7368 -0.4745 0.2929
H 0.08591 4.26295 -1.32625 0.0328 0.0630 -0.0535
H -2.08392 -4.84599 1.53969 -0.0333 -0.0677 -0.0309
H 0.08040 1.05198 -4.07446 0.0791 0.0642 0.0333
H 3.23174 -3.44506 3.66371 -0.2337 -0.0458 0.1068
H 2.75682 0.01532 -1.66907 0.1878 0.2349 -0.0500
H -0.66183 -2.39114 -5.12315 0.0437 0.2330 0.2734
O 0.97658 -3.09631 2.39549 0.0987 -0.1804 0.0077
C 0.93807 0.77922 5.68695 0.1565 0.4211 0.0830
H -0.78653 6.59817 -1.86135 0.0247 0.0656 0.3498
H 3.05145 2.21762 -1.30042 0.2712 0.1654 0.0324
O -0.37009 4.45516 -3.35625 0.1096 -0.0864 -0.0204
H 3.48186 0.02920 -5.22509 -0.0335 -0.0234 -0.0531
C -1.44979 5.76617 -1.61763 -0.0684 -0.2241 -0.5388
H -2.00790 -0.76308 3.07484 -0.0204 -0.1470 0.1812
C 2.55293 0.01815 3.88314 0.6182 -0.2384 -0.0652
H -5.03961 -0.98507 2.97023 -0.0524 -0.0146 -0.1794
H -6.21405 0.86786 -1.92033 -0.1193 -0.0403 0.1799
H -2.31778 4.60528 3.82073 -0.0360 -0.0081 0.0151
H 1.74017 0.67411 6.42061 -0.1320 -0.2079 0.0979
H 1.63575 0.61373 -3.43280 0.1183 0.0688 -0.0857
H 2.74558 -0.78839 3.16683 -0.2762 0.0672 -0.0846
C 0.57504 -3.95176 -4.36598 -0.5170 -0.4779 -0.5274
H 4.27984 -2.63408 -1.63608 0.1500 0.1626 -0.1817
H 0.42837 4.97623 -3.48256 -0.0497 0.1105 0.1756
H 2.40513 3.83218 -1.55699 -0.0846 0.0453 0.0886
H 3.08462 5.57715 0.10755 -0.0231 -0.0607 -0.0509
H -3.85974 -3.65642 -1.31625 0.1252 0.0696 -0.1007
H -2.03135 3.15572 4.82532 -0.1039 0.0530 -0.0214
H -4.91125 0.12467 5.76541 0.1049 0.1166 0.1501
C -0.05843 -4.02705 -2.99412 0.1076 0.6421 0.3895
H -3.59007 -3.00376 2.59040 0.3168 -0.0391 -0.7117
H 4.81565 1.95717 0.91652 -0.0586 0.0088 -0.2512
H 0.74715 4.04638 2.37419 -0.0725 0.2086 0.0669
C -4.08976 -0.54061 5.50073 -0.1605 -0.4309 0.3541
P -0.53736 -0.41350 0.16724 0.7675 0.8994 0.3623
O -3.59899 -3.44391 1.71363 -0.2698 0.2230 0.6544
H -0.72590 4.31528 4.54703 -0.0614 0.0549 0.0914
O 0.78750 -1.42598 4.77286 0.3597 0.2883 0.2491
C 3.66083 -0.54754 -1.40729 -0.0721 -0.8224 0.3152
H 1.18343 -4.26196 -0.02405 -0.0471 0.0605 0.1260
C 1.16013 -0.08378 4.47510 -0.6378 -0.2084 -0.8349
C 3.41119 -1.99909 -1.82303 -0.4294 -0.2423 0.4555
H 0.53919 -2.49766 1.78223 0.0338 -0.0408 -0.1720
H -4.68364 -2.23000 -1.05204 0.2659 0.0546 -0.1303
H 3.08246 -2.09482 -2.86163 0.1795 0.0722 -0.0371
H -5.98929 0.54685 -0.17907 0.1469 -0.0430 0.1011
H -3.32955 -0.55429 6.28192 -0.0558 0.1594 0.0275
C -3.13067 -4.78598 1.84576 0.1763 -0.0429 0.1782
O 3.85530 -0.47874 0.01136 0.1002 0.0420 -0.3638
H -1.78194 5.78233 -0.58102 0.1936 0.1172 0.0856
C -3.49776 -0.13446 4.18340 0.2823 -0.0015 -0.2991
F -0.64926 -1.94951 -0.31505 -0.6084 -0.2553 -0.0342
F -0.30433 0.06971 -1.35899 0.1813 -0.3906 -0.3338
H -5.29988 0.74017 3.32626 -0.0134 -0.1025 0.1503
H 0.92937 1.83174 5.38755 0.0262 -0.0170 -0.0166
H 3.01800 -0.72879 0.41563 -0.0213 0.1300 0.0920
H -2.32502 -0.55232 -3.42788 -0.0781 0.0383 0.0460
H -3.04317 -2.18723 -1.51407 -0.3471 -0.0561 0.1182
H -4.50479 -1.55330 5.46273 0.0258 0.0174 -0.1887
H -1.21081 2.34800 -2.16068 0.1849 0.1569 0.0651
F -0.77019 -0.80518 1.71806 0.0082 -0.4494 -0.0567
H 4.61179 4.08724 -0.49677 0.2697 -0.3976 0.1822
H 0.06149 -4.98376 -2.48996 0.1708 -0.1083 -0.1809
H -2.33064 5.88415 -2.25518 -0.0062 -0.0288 0.0481
H 4.74730 3.38073 1.96251 -0.0806 -0.1690 0.1386
F 1.04708 -0.68586 0.36885 0.0931 0.1950 -0.0636
H 1.86732 2.79610 -0.18601 -0.0995 0.2751 -0.0263
H 3.53601 1.78573 -5.25036 0.1283 0.0717 -0.2316
H -4.07959 0.32059 2.16308 -0.0143 -0.2738 -0.0627
H 2.42566 -5.02060 3.44908 -0.0115 -0.0301 0.0034
H -3.74767 -5.44622 1.23244 0.0549 0.0913 -0.0622
C 4.91072 -0.01432 -2.05961 0.1350 -0.1062 0.2999
H 2.69582 0.95877 3.34556 -0.0225 0.0155 0.1472
H 3.37366 0.85944 -6.78745 0.0869 0.1146 -0.0169
H -0.55956 -4.47073 -5.89915 0.0216 -0.0052 0.0055
C -4.54813 -0.01836 3.09112 0.0785 0.4657 -0.0099
O -5.99991 -1.13644 -1.43536 -0.0048 -0.0724 0.1148
O -0.06041 -4.93197 -5.21976 0.2418 -0.0031 0.1801
H 1.36630 -5.52820 1.20270 0.0968 -0.0834 -0.0565
H -0.50331 2.24226 3.16380 -0.1450 0.0226 0.0305
H 2.61399 -2.42186 -1.19779 -0.0523 0.1288 -0.1195
C 1.85164 -4.66645 0.74297 -0.0819 0.3481 -0.3113
H 0.89128 -1.77828 -4.44895 -0.1378 -0.0369 0.1676
C -0.26553 3.98419 1.96725 0.0894 -0.2542 -0.0396
H -3.20269 -5.13594 2.87584 -0.0143 0.0650 -0.0155
H 3.29522 2.36676 1.68848 0.0343 0.0960 0.1085
H 0.86056 -1.93152 3.94977 0.0176 -0.2165 0.0744
H 0.46809 0.27986 3.69196 0.0765 -0.0410 0.1271
H 1.09294 0.05539 -5.85127 0.2505 0.0200 -0.4095
C 0.41002 -2.58494 -5.00215 -0.0483 -0.0300 -0.3832